# 1
Here is C6H13N in the gas phase at a distorted geometry from OMol25. Energies are from wB97M-V/def2-TZVPD.

Geometry (Å):
C -0.714 -0.908 -2.025
C 0.102 0.273 -1.464
C 0.258 0.255 0.033
C 0.907 -0.741 0.684
N 1.884 -1.480 0.043
C -0.499 1.317 0.799
C -0.781 1.064 2.285
H -0.298 -1.837 -1.631
H -0.610 -0.969 -3.111
H -1.762 -0.871 -1.744
H -0.478 1.168 -1.715
H 1.013 0.512 -2.032
H 0.820 -0.835 1.758
H 2.189 -2.405 0.268
H 2.044 -1.155 -0.886
H -1.484 1.382 0.311
H -0.006 2.276 0.585
H -1.339 0.131 2.374
H 0.166 0.956 2.812
H -1.412 1.866 2.655

The calculation puts the HOMO-LUMO gap at 8.6 eV. As for the net charge: 0.

# 2
Here is a molecular structure, C34H57AlN3O2SSi at a distorted geometry from OMol25. Energies are from wB97M-V/def2-TZVPD.

Geometry (Å):
O -1.393 0.741 -2.848
O -2.049 -1.540 -3.260
C -2.709 1.393 -2.634
C -2.488 2.888 -2.585
H -3.076 0.976 -1.673
H -3.336 1.081 -3.487
H -1.832 3.173 -1.756
H -3.469 3.312 -2.417
H -2.096 3.275 -3.532
C -0.796 0.884 -4.231
C -1.779 0.705 -5.368
H 0.023 0.141 -4.254
H -0.399 1.900 -4.177
H -2.319 -0.252 -5.365
H -1.173 0.731 -6.269
H -2.476 1.545 -5.433
C -0.922 -2.546 -3.521
C -3.458 -1.976 -2.900
C -0.832 -2.759 -5.012
H -1.200 -3.429 -2.928
H -0.044 -2.029 -3.103
H -1.766 -3.158 -5.423
H -0.037 -3.487 -5.146
H -0.552 -1.831 -5.525
C -4.096 -2.540 -4.147
H -3.917 -1.035 -2.564
H -3.343 -2.684 -2.063
H -4.020 -1.852 -5.000
H -5.145 -2.670 -3.898
H -3.661 -3.512 -4.394
H -1.679 -0.555 -2.813
N 0.540 1.674 2.130
C 0.903 1.192 3.282
C 1.329 -0.149 3.527
C 1.780 -1.143 2.681
C 0.673 2.079 4.490
H -0.409 2.229 4.638
H 1.190 3.040 4.400
H 1.060 1.563 5.362
C 2.140 -2.488 3.242
H 3.214 -2.680 3.140
H 1.579 -3.273 2.713
H 1.879 -2.525 4.304
N 1.928 -1.026 1.328
C 0.257 3.060 1.908
C -1.105 3.409 1.895
C -2.193 2.396 2.078
C -1.446 4.748 1.758
H -2.500 4.992 1.759
C -0.487 5.748 1.661
H -0.758 6.779 1.560
C 0.851 5.438 1.702
H 1.655 6.169 1.665
C 1.192 4.109 1.865
C 2.664 3.908 2.064
C 3.103 -1.515 0.687
C 3.006 -2.651 -0.123
C 1.729 -3.426 -0.250
C 4.151 -3.135 -0.761
H 4.073 -4.031 -1.369
C 5.386 -2.500 -0.642
H 6.268 -2.859 -1.140
C 5.508 -1.375 0.132
H 6.439 -0.839 0.313
C 4.399 -0.959 0.864
C 4.734 0.056 1.877
Al 0.832 0.255 0.667
H -2.796 2.340 1.164
H -2.866 2.748 2.869
H -1.830 1.394 2.341
H 2.714 3.174 2.871
H 3.281 4.766 2.427
H 3.028 3.880 0.966
H 1.677 -3.867 -1.251
H 0.845 -2.802 -0.094
H 1.690 -4.269 0.458
H 3.718 0.698 1.657
H 5.587 0.696 1.583
H 4.469 -0.015 2.947
H 1.248 -0.430 4.584
C -0.862 -0.467 0.410
Si -1.916 -1.580 1.505
H -1.267 0.615 0.223
H -0.416 -0.928 -0.585
C -3.736 -1.189 1.319
C -1.587 -1.341 3.351
C -1.551 -3.391 1.166
H -1.550 -3.604 0.087
H -2.338 -3.998 1.639
H -0.585 -3.702 1.598
H -3.889 -0.100 1.317
H -4.270 -1.622 2.180
H -4.122 -1.617 0.385
H -1.498 -0.285 3.642
H -0.672 -1.862 3.672
H -2.443 -1.768 3.899
S 2.615 1.737 0.499
C 4.391 2.657 1.477
N 5.401 2.976 2.016

The calculation puts the HOMO-LUMO gap (spin up / spin down) at 5.8 / 5.6 eV. As for the net charge: +1.

# 3
Here is a molecular structure, C26H25NPt at a distorted geometry from OMol25. Energies are from wB97M-V/def2-TZVPD.

Geometry (Å):
Pt 0.474 -0.179 -0.132
C 2.552 0.985 2.095
C 1.157 0.461 1.948
C 0.042 1.332 1.985
C -1.257 0.876 2.285
C -2.364 1.850 2.454
C -1.462 -0.488 2.492
C -0.421 -1.410 2.348
C -0.642 -2.860 2.589
C 0.879 -0.942 2.022
H 2.800 1.000 3.158
H 2.646 2.008 1.737
H 3.292 0.354 1.604
H 0.220 2.402 1.953
H -2.560 1.983 3.518
H -3.288 1.489 2.012
H -2.122 2.823 2.040
H -2.446 -0.836 2.770
H -0.566 -3.066 3.659
H 0.112 -3.474 2.098
H -1.641 -3.168 2.288
H 1.717 -1.635 2.094
C -1.338 3.535 -2.029
C -2.030 2.986 -3.101
C -2.128 1.612 -3.222
C -1.489 0.790 -2.284
N -0.836 1.354 -1.250
C -0.764 2.669 -1.117
C -1.476 -0.672 -2.312
C -1.893 -1.439 -3.404
C -1.956 -2.818 -3.302
C -1.542 -3.473 -2.144
C -1.065 -2.735 -1.071
C -0.988 -1.352 -1.164
H -1.252 4.598 -1.891
H -2.486 3.630 -3.836
H -2.692 1.178 -4.032
H -0.235 3.044 -0.254
H -2.184 -0.958 -4.326
H -2.370 -3.392 -4.119
H -1.583 -4.550 -2.087
H -0.750 -3.246 -0.174
C 4.035 0.063 -3.433
C 3.341 -1.133 -3.263
C 2.388 -1.246 -2.266
C 2.122 -0.148 -1.433
C 2.835 1.046 -1.603
C 3.780 1.153 -2.606
H 4.787 0.143 -4.203
H 3.555 -1.975 -3.906
H 1.864 -2.187 -2.139
H 2.660 1.898 -0.959
H 4.329 2.072 -2.739

The calculation puts the HOMO-LUMO gap (spin up / spin down) at 7.9 / 5.0 eV. As for the spin multiplicity: 5. As for the net charge: +2.

# 4
Here is a molecular structure, C12BCl5F9GaSe at a distorted geometry from OMol25. Energies are from wB97M-V/def2-TZVPD.

Geometry (Å):
Ga 9.516 13.824 2.095
Cl 12.537 14.477 2.359
C 11.437 15.870 2.229
C 10.067 15.622 2.120
C 9.191 16.730 2.181
Cl 7.458 16.590 2.242
C 9.731 18.036 2.231
Cl 8.661 19.386 2.257
C 11.138 18.321 2.204
Cl 11.762 19.935 2.102
C 11.947 17.165 2.283
Cl 13.709 17.422 2.304
F 4.564 14.439 2.585
B 3.336 14.649 2.169
F 7.801 13.837 2.192
F 2.422 13.708 2.277
F 3.114 15.912 1.759
F 7.710 6.345 2.007
C 8.354 7.496 2.132
C 7.654 8.697 2.133
F 6.351 8.626 1.895
C 8.285 9.926 2.126
F 7.568 11.061 1.808
C 9.672 10.049 2.233
Se 10.666 11.697 2.077
C 10.387 8.837 2.210
F 11.759 8.830 2.097
C 9.774 7.588 2.169
F 10.560 6.520 1.941

The calculation puts the HOMO-LUMO gap at 8.1 eV. As for the net charge: 0.

# 5
Here is C6H9N in the gas phase from OMol25. Energies are from wB97M-V/def2-TZVPD.

Geometry (Å):
C 3.207 0.472 0.291
C 1.880 0.019 -0.076
C 0.862 -0.482 -0.451
C -0.477 -0.994 -0.681
N -1.334 -0.639 0.442
C -2.651 -0.172 0.073
C -1.623 0.780 0.556
H 3.667 0.981 -0.557
H 3.821 -0.390 0.564
H 3.160 1.155 1.138
H -0.831 -0.619 -1.656
H -0.442 -2.079 -0.732
H -3.467 -0.471 0.719
H -2.837 -0.094 -0.995
H -1.227 1.430 -0.233
H -1.707 1.102 1.601

The calculation puts the HOMO-LUMO gap at 10.3 eV. As for the net charge: 0.

# 6
Here is a molecular structure, C20H24B2F4LaN6O6Se3Te at a distorted geometry from OMol25. Energies are from wB97M-V/def2-TZVPD.

Geometry (Å):
La 0.320 -0.748 0.262
C -3.893 -1.995 -1.591
C -2.812 -1.181 -0.943
N -1.850 -1.774 -0.311
O -1.978 -3.141 -0.425
B -0.714 -3.773 0.189
F -0.597 -5.080 -0.112
F 0.431 -3.077 -0.286
O -0.907 -3.664 1.668
N -0.684 -2.373 2.100
C -1.617 -1.954 2.950
C -2.250 -2.778 3.970
C -1.803 -0.502 3.017
N -1.088 0.230 2.180
O -1.391 1.564 2.339
B -0.797 2.330 1.154
F -0.661 3.674 1.429
F 0.467 1.719 0.857
O -1.639 2.129 -0.088
N -1.702 0.744 -0.409
C -2.739 0.251 -0.999
C -3.837 1.036 -1.662
C -2.729 0.116 4.084
H -3.935 -2.890 -0.983
H -4.845 -1.443 -1.700
H -3.585 -2.317 -2.625
H -3.298 -2.602 4.084
H -2.040 -3.807 3.867
H -1.860 -2.458 4.935
H -4.219 1.759 -0.914
H -3.382 1.681 -2.445
H -4.538 0.334 -2.025
H -3.136 1.056 3.633
H -3.509 -0.543 4.359
H -2.091 0.432 4.977
C -0.342 -0.483 -4.455
C 0.328 -0.240 -3.059
O -0.060 -0.999 -2.127
C 1.466 0.610 -3.171
C 2.504 0.846 -2.270
C 3.894 1.456 -2.597
N 2.404 0.411 -0.965
N 3.364 0.848 -0.183
C 3.319 0.281 1.063
O 2.457 -0.547 1.493
C 4.280 1.013 1.957
C 4.089 1.059 3.316
C 5.197 1.400 4.053
C 6.402 1.691 3.508
C 6.499 1.925 2.136
C 5.445 1.565 1.319
H -1.389 -0.568 -4.438
H 0.160 -1.307 -4.990
H -0.149 0.502 -4.938
H 1.539 0.993 -4.207
H 4.187 1.440 -3.662
H 4.647 0.871 -1.996
H 3.981 2.502 -2.216
H 3.152 0.800 3.763
H 5.110 1.497 5.128
H 7.259 1.846 4.127
H 7.413 2.344 1.657
H 5.403 1.694 0.260
Se -4.502 -0.809 -5.470
Se -5.595 1.218 -5.606
Te -4.337 3.375 -5.150
Se -3.218 1.812 -6.818

The calculation puts the HOMO-LUMO gap (spin up / spin down) at 2.8 / 2.3 eV. As for the net charge: -1.

# 7
Here is C5H7NOS2 in the gas phase at a distorted geometry from OMol25. Energies are from wB97M-V/def2-TZVPD.

Geometry (Å):
C -1.949 -0.015 0.368
N -0.648 -0.268 -0.138
C -0.111 -1.466 -0.001
O -0.635 -2.447 0.538
C 1.236 -1.725 -0.851
S 2.321 -0.414 -1.575
C 1.587 1.097 -1.134
S 0.053 1.859 -1.979
C 0.313 1.153 -0.370
H -1.948 0.953 1.087
H -2.610 0.104 -0.441
H -2.181 -0.889 0.929
H 1.867 -2.326 -0.107
H 0.848 -2.384 -1.641
H 2.335 1.842 -0.943
H 0.289 1.814 0.448

The calculation puts the HOMO-LUMO gap at 9.6 eV. As for the net charge: 0.

# 8
Here is a molecular structure, C24H13CdCl5N3O3 from OMol25. Energies are from wB97M-V/def2-TZVPD.

Geometry (Å):
Cd 0.790 2.013 0.916
C -1.990 4.076 0.365
O -1.332 2.977 -0.249
C -1.171 2.991 -1.599
C -1.794 3.889 -2.452
C -1.609 3.775 -3.826
C -0.808 2.773 -4.347
C -0.170 1.887 -3.489
C -0.339 1.989 -2.118
N 0.347 1.158 -1.197
N 0.470 -0.032 -1.593
C 1.146 -0.970 -0.877
C 2.009 -0.725 0.233
O 2.289 0.413 0.722
C 2.656 -1.879 0.826
C 2.448 -3.133 0.388
C 1.588 -3.406 -0.725
C 1.372 -4.721 -1.170
C 0.540 -4.981 -2.230
C -0.102 -3.910 -2.868
C 0.091 -2.617 -2.443
C 0.949 -2.326 -1.362
H -1.470 5.010 0.146
H -3.032 4.129 0.042
H -1.947 3.884 1.433
H -2.425 4.671 -2.056
H -2.097 4.481 -4.487
H -0.663 2.691 -5.416
H 0.483 1.110 -3.864
H 3.302 -1.664 1.669
H 2.933 -3.971 0.879
H 1.873 -5.530 -0.651
H 0.374 -5.997 -2.565
H -0.769 -4.101 -3.700
H -0.424 -1.803 -2.932
Cl -0.359 -2.824 6.470
C -0.441 -1.784 5.091
C -0.092 -0.441 5.194
Cl 0.440 0.194 6.710
C -0.175 0.392 4.089
Cl 0.258 2.064 4.189
C -0.607 -0.064 2.823
O -0.701 0.704 1.804
C -0.945 -1.442 2.752
Cl -1.452 -2.040 1.216
C -0.867 -2.275 3.855
Cl -1.297 -3.941 3.705
N 1.463 5.219 1.413
C 1.257 4.089 1.287

The calculation puts the HOMO-LUMO gap at 7.1 eV. As for the net charge: -1.

# 9
Here is 2 unconnected molecules or ions with the total composition C3H6S3 at a distorted geometry from OMol25. Energies are from wB97M-V/def2-TZVPD.

Geometry (Å):
C 1.641 -0.278 -0.820
C 1.534 -0.332 0.396
C -1.433 0.054 -0.178
S -2.627 0.843 0.907
S -1.077 0.817 -1.825
S -1.809 -1.642 -0.545
H 2.449 -0.754 -1.416
H 0.662 -0.139 -1.535
H 1.086 0.062 1.299
H -2.480 2.144 0.352
H -0.840 2.137 -1.389
H -2.284 -1.672 0.796

The calculation puts the HOMO-LUMO gap (spin up / spin down) at 6.7 / 7.7 eV. As for the net charge: 0.

In the order shown, the computed ΔE to the lowest compared entry with this formula, charge and spin values come out to 14.5; 274.6; 6.2; 34.0; 76.1; 29.4; 33.9; 0.0; 146.3 kcal per mole.